# C4H9N2O

The ion C4H9N2O with charge +1 in a non-equilibrium geometry (ωB97M-V/def2-TZVPD, the Open Molecules 2025 dataset).

Properties
Lowest unoccupied orbital energy (alpha / beta)   -4.34 / -4.03 eV
Kohn-Sham gap (alpha / beta)   7.00 / 7.45 eV
E   -342.194783 Ha
Charge   +1
HOMO energy (alpha / beta)   -11.33 / -11.48 eV
Largest force on an atom   0.0769 Eh/bohr

```
16
C4H9N2O ωB97M-V/def2-TZVPD
C -0.592 -0.488 0.874
C -1.144 -1.739 -1.102
C 0.896 1.128 1.409
C 0.621 0.931 -0.850
N 0.381 0.401 0.434
N -1.257 -1.428 0.176
O 1.834 2.020 0.960
H -0.622 -0.548 1.960
H -1.829 -2.355 -1.617
H -0.265 -1.500 -1.578
H 0.654 0.986 2.486
H 1.564 0.665 -1.157
H -0.201 0.668 -1.509
H 0.570 2.053 -0.940
H -2.064 -1.852 0.649
H 2.261 2.456 1.770
```

# C4H9N2O

The ion C4H9N2O with charge +1 in a non-equilibrium geometry (ωB97M-V/def2-TZVPD, the Open Molecules 2025 dataset).

Properties
Lowest unoccupied orbital energy   -3.29 eV
Kohn-Sham gap   10.54 eV
E   -342.132794 Ha
Charge   +1
HOMO energy   -13.83 eV
Largest force on an atom   0.1011 Eh/bohr

```
16
C4H9N2O ωB97M-V/def2-TZVPD
C -1.692 -1.729 0.119
C -1.438 -0.462 0.074
O -1.917 0.657 -0.246
N -0.957 1.693 -0.415
C -0.012 1.486 0.582
N 0.287 0.006 0.404
C 1.202 -0.387 -0.680
H -2.701 -2.064 0.109
H -1.264 -2.473 0.798
H -1.344 2.582 -0.598
H 0.969 2.154 0.461
H -0.302 1.554 1.617
H 0.633 -0.233 1.406
H 0.765 0.238 -1.587
H 2.202 -0.008 -0.553
H 1.171 -1.539 -0.941
```

# C4H9N2O

The ion C4H9N2O with charge +1 in a non-equilibrium geometry (ωB97M-V/def2-TZVPD, the Open Molecules 2025 dataset).

Properties
Lowest unoccupied orbital energy (alpha / beta)   -3.17 / -9.16 eV
Kohn-Sham gap (alpha / beta)   11.24 / 5.46 eV
E   -342.089418 Ha
Charge   +1
HOMO energy (alpha / beta)   -14.40 / -14.62 eV
Largest force on an atom   0.0931 Eh/bohr
Multiplicity   3

```
16
C4H9N2O ωB97M-V/def2-TZVPD
C 1.403 -0.948 1.501
C -1.447 0.032 1.075
C 0.640 0.646 -1.965
C -0.413 -0.270 0.013
N 1.075 -0.211 0.551
N -0.405 0.742 -1.020
O -1.184 1.646 -1.013
H 2.437 -0.898 1.822
H 0.764 -1.646 2.040
H -1.115 0.858 1.703
H -1.636 -0.834 1.703
H -2.385 0.326 0.606
H 0.654 1.522 -2.615
H 0.564 -0.266 -2.562
H 1.576 0.552 -1.386
H -0.527 -1.253 -0.452
```

# C4H9N2O

The ion C4H9N2O with charge +1 in a non-equilibrium geometry (ωB97M-V/def2-TZVPD, the Open Molecules 2025 dataset).

Properties
Lowest unoccupied orbital energy (alpha / beta)   -3.20 / -7.91 eV
Kohn-Sham gap (alpha / beta)   7.03 / 7.37 eV
E   -342.083769 Ha
Charge   +1
HOMO energy (alpha / beta)   -10.23 / -15.29 eV
Largest force on an atom   0.1266 Eh/bohr
Multiplicity   3

```
16
C4H9N2O ωB97M-V/def2-TZVPD
C -0.520 0.871 0.022
C 0.915 1.453 0.009
C 1.444 -0.821 0.292
C -1.673 -1.286 -0.145
N 1.761 0.329 -0.300
N -0.520 -0.404 -0.034
O -1.605 1.632 -0.029
H 1.046 2.144 -0.959
H 1.056 1.889 0.988
H 1.819 -1.724 -0.163
H 1.444 -0.794 1.456
H -2.478 -0.742 0.359
H -1.466 -2.136 0.520
H -1.776 -1.241 -1.290
H 2.165 0.205 -1.175
H -1.466 2.525 0.155
```

# C4H9N2O2

The ion C4H9N2O2 with charge -1 in a non-equilibrium geometry (ωB97M-V/def2-TZVPD, the Open Molecules 2025 dataset).

Properties
Lowest unoccupied orbital energy   3.45 eV
Kohn-Sham gap   7.15 eV
E   -417.821088 Ha
Charge   -1
HOMO energy   -3.70 eV
Largest force on an atom   0.0560 Eh/bohr

```
17
C4H9N2O2 ωB97M-V/def2-TZVPD
C -2.594 0.365 0.735
N -1.102 0.262 0.847
C -0.559 -0.663 -0.145
C 0.643 -0.188 -0.880
N 1.691 0.277 -0.002
C 3.126 0.114 -0.354
O 3.781 0.726 0.477
O 3.573 -0.502 -1.318
H -2.950 -0.468 0.068
H -2.981 1.324 0.395
H -3.014 0.240 1.766
H -0.760 0.205 1.806
H -0.529 -1.648 0.400
H -1.254 -0.853 -1.115
H 0.248 0.627 -1.583
H 1.143 -0.944 -1.611
H 1.538 1.126 0.515
```

# C4H9N2O2

A cluster of 2 separate species, C4H9N2O2 in total in a non-equilibrium geometry (ωB97M-V/def2-TZVPD, the Open Molecules 2025 dataset).

Properties
Lowest unoccupied orbital energy   3.11 eV
Kohn-Sham gap   7.32 eV
E   -417.737479 Ha
Charge   -1
HOMO energy   -4.22 eV
Largest force on an atom   0.0541 Eh/bohr

```
17
C4H9N2O2 ωB97M-V/def2-TZVPD
C 0.359 0.853 -0.019
C 0.141 0.049 1.290
C 2.193 -1.103 1.248
N 3.070 -0.147 1.336
N -0.234 0.155 -1.152
C -1.711 0.146 -1.113
O -2.274 1.108 -0.564
O -2.180 -0.870 -1.668
H -0.222 1.774 -0.014
H 1.411 1.133 -0.080
H 0.840 0.430 2.029
H -0.077 -0.989 1.050
H 1.854 -1.731 2.084
H 1.928 -1.620 0.303
H -0.824 0.363 1.717
H 3.838 -0.753 0.963
H 0.017 -0.822 -1.223
```

> What is the largest force on an atom in the third record?

0.0931 Eh/bohr